11
Properties=species:S:1:pos:R:3:forces:R:3:lowdin_charge:R:1 method="wB97M-V/def2-TZVPD" charge=0 e_homo_ev=-9.537 homo_lumo_gap_ev=8.75 de_lowest_kj_mol=14.1 multiplicity=1
C 1.9053 -1.0804 0.4562 -0.2 0.1 -0.1 0.0669
C 1.0174 -0.2112 -0.0180 0.4 0.1 -0.1 -0.1664
C -0.4291 -0.4374 0.1149 -0.3 -0.4 0.3 -0.5139
O -0.9017 -1.5028 0.4682 -0.1 0.3 -0.1 0.0257
F -2.8172 0.4338 -1.2160 0.3 0.1 0.1 -0.2287
Si -1.6783 0.9814 -0.2302 1.5 1.8 -2.4 0.6515
H 2.9688 -0.9248 0.3869 0.1 0.1 -0.1 0.0656
H 1.5700 -1.9897 0.9289 -0.1 -0.1 0.1 0.0721
H 1.3024 0.7151 -0.4985 0.2 0.0 0.0 0.0657
H -0.5541 2.5036 -1.3020 -1.8 -2.3 1.7 0.0148
H -2.3835 1.5122 0.9096 0.0 0.3 0.5 -0.0534



10
Properties=species:S:1:pos:R:3:forces:R:3:lowdin_charge:R:1 method="wB97M-V/def2-TZVPD" charge=0 e_homo_ev=-9.193 homo_lumo_gap_ev=9.67 de_lowest_kj_mol=243.4 multiplicity=1
C 0.0144 0.2255 0.5998 1.1 -0.8 -2.1 -0.6326
C 1.3662 -0.2207 -0.1112 2.1 0.8 1.3 -0.1090
C 0.3024 0.3428 -0.8490 -0.8 4.8 -4.2 -0.4077
H -0.9683 -1.0403 2.3364 -0.7 -0.5 -3.5 0.0088
H -0.1315 1.1538 1.1266 0.4 0.0 0.1 0.1059
H 2.4396 0.2351 -0.0143 -2.6 -0.6 -0.2 0.1605
H 1.3358 -1.1805 -0.5060 0.6 -2.5 0.8 0.0704
H -0.2737 -0.0052 -1.8255 1.2 0.0 2.6 0.1916
F 0.6862 1.7057 -1.2302 -0.9 -0.8 0.4 -0.0985
S -1.1672 -1.0375 0.7573 -0.4 -0.5 4.8 0.7106